Entry 1:
Molecular formula: C21H48N10Pd
Method: DFT, ωB97M-V/def2-TZVPD

Positions of all 80 atoms, in Å:
Pd 0.08 0.07 -0.04
C 3.39 0.10 3.76
N 2.28 0.40 2.88
C 2.61 0.54 1.48
C 0.99 0.31 3.26
N 0.07 0.18 2.34
C -1.36 0.22 2.57
C -2.14 -0.86 1.77
N -1.43 -1.44 0.63
C -2.29 -1.67 -0.53
C -2.54 -0.45 -1.47
N -2.00 0.79 -0.94
C -2.53 1.96 -1.16
N -3.74 2.16 -1.83
C -4.97 1.57 -1.42
C -3.77 2.92 -3.05
N -1.89 3.08 -0.74
C -0.55 3.01 -0.21
C -2.56 4.34 -0.54
C -0.67 -2.65 1.00
C 0.68 -2.86 0.24
N 0.83 -2.02 -0.92
C 1.38 -2.39 -2.05
N 1.59 -1.47 -3.01
C 1.76 -1.81 -4.41
C 1.37 -0.07 -2.74
N 1.82 -3.69 -2.33
C 3.19 -3.93 -2.65
C 0.98 -4.84 -2.19
N 0.74 0.39 4.63
C 1.18 1.54 5.38
C -0.06 -0.56 5.34
H 3.98 -0.72 3.35
H 3.05 -0.20 4.74
H 4.05 0.97 3.86
H 3.68 0.71 1.38
H 2.08 1.41 1.05
H 2.35 -0.38 0.92
H -1.72 1.21 2.26
H -1.63 0.11 3.62
H -3.06 -0.40 1.41
H -2.43 -1.66 2.46
H -3.26 -2.04 -0.19
H -1.84 -2.46 -1.14
H -3.61 -0.39 -1.65
H -2.07 -0.65 -2.44
H -4.92 1.23 -0.38
H -5.29 0.74 -2.07
H -5.77 2.31 -1.51
H -2.79 3.30 -3.33
H -4.48 3.76 -2.97
H -4.16 2.31 -3.87
H 0.08 2.34 -0.84
H -0.56 2.66 0.83
H -0.11 4.00 -0.23
H -3.61 4.29 -0.81
H -2.08 5.13 -1.12
H -2.51 4.62 0.51
H -1.30 -3.53 0.84
H -0.44 -2.60 2.06
H 0.76 -3.93 0.01
H 1.51 -2.63 0.93
H 1.70 -2.88 -4.57
H 2.72 -1.45 -4.78
H 0.97 -1.34 -5.00
H 1.91 0.23 -1.82
H 0.29 0.14 -2.63
H 1.75 0.52 -3.57
H 3.78 -3.02 -2.68
H 3.28 -4.45 -3.61
H 3.63 -4.62 -1.92
H -0.07 -4.58 -2.21
H 1.21 -5.42 -1.28
H 1.20 -5.53 -3.01
H 1.74 2.24 4.77
H 1.80 1.23 6.23
H 0.32 2.05 5.82
H -0.14 -1.50 4.80
H -1.07 -0.18 5.58
H 0.39 -0.74 6.32

net charge: +4
E_HOMO (alpha / beta): -19.3 / -18.8 eV
E_LUMO (alpha / beta): -9.286 / -14.174 eV
multiplicity: 5
Kohn-Sham gap (alpha / beta): 10.0 / 4.7 eV
energy: -1502.7408 a.u.



Entry 2:
Molecular formula: C21H48N3O5P
Method: DFT, ωB97M-V/def2-TZVPD

Positions of all 78 atoms, in Å:
C 2.37 -3.74 2.30
O 1.81 -4.51 1.24
C 0.41 -4.42 1.16
C -0.11 -3.11 0.59
C -0.23 -3.12 -0.94
C 1.01 -3.60 -1.70
C 1.86 -2.47 -2.27
C 2.51 -1.56 -1.21
C 2.09 -0.06 -1.36
N 1.27 0.35 -0.22
C 1.30 1.78 0.11
C 0.48 2.11 1.39
C -0.63 1.13 1.79
N -1.97 1.76 1.95
C 0.76 2.64 -1.06
C -0.73 2.49 -1.34
C -1.10 1.39 -2.37
C -2.14 0.41 -1.80
C -3.50 1.07 -1.60
C -4.60 0.01 -1.37
C -5.39 0.22 -0.10
O -5.66 -1.06 0.45
C -6.66 -1.03 1.44
C 2.73 2.32 0.38
O 2.66 3.60 0.96
C 3.64 4.50 0.43
P 3.88 1.21 1.31
N 3.26 0.15 2.26
O 4.85 2.21 2.12
O 4.90 0.60 0.23
H 2.83 -2.84 1.90
H 3.17 -4.31 2.75
H 1.63 -3.47 3.05
H -0.02 -4.62 2.14
H 0.09 -5.22 0.50
H -1.12 -2.97 0.98
H 0.46 -2.25 0.92
H -0.43 -2.10 -1.27
H -1.09 -3.73 -1.20
H 1.60 -4.31 -1.14
H 0.65 -4.15 -2.57
H 1.22 -1.91 -2.94
H 2.66 -2.94 -2.84
H 2.24 -1.86 -0.22
H 3.59 -1.63 -1.30
H 1.56 -0.02 -2.31
H 3.00 0.52 -1.48
H 0.31 0.19 -0.50
H 0.05 3.09 1.25
H 1.13 2.22 2.25
H -0.38 0.71 2.76
H -0.74 0.28 1.12
H -1.92 2.75 1.75
H -2.24 1.71 2.93
H 0.94 3.68 -0.78
H 1.31 2.48 -1.98
H -1.08 3.43 -1.75
H -1.33 2.32 -0.45
H -0.23 0.86 -2.75
H -1.57 1.85 -3.22
H -2.25 -0.46 -2.43
H -1.79 0.12 -0.81
H -3.43 1.68 -0.71
H -3.72 1.75 -2.43
H -5.23 -0.03 -2.25
H -4.11 -0.94 -1.25
H -6.35 0.70 -0.31
H -4.83 0.82 0.61
H -6.73 -0.07 1.95
H -7.63 -1.29 1.03
H -6.42 -1.79 2.19
H 3.16 2.45 -0.61
H 3.79 5.29 1.15
H 3.28 4.93 -0.51
H 4.59 4.00 0.30
H 2.25 0.19 2.18
H 4.23 2.73 2.68
H 5.79 0.76 0.58

net charge: 0
E_HOMO: -8.7 eV
E_LUMO: 0.522 eV
Kohn-Sham gap: 9.2 eV
energy: -1710.7217 a.u.



Entry 3:
Molecular formula: C21H49AlBF2KN6O9P2S
Method: DFT, ωB97M-V/def2-TZVPD

Positions of all 93 atoms, in Å:
C -3.59 -1.62 -4.78
C -2.87 -2.08 -3.36
P -1.08 -1.31 -3.29
C 0.21 -2.58 -4.02
C -0.74 -0.96 -1.45
C -0.48 0.59 -0.88
C -0.25 0.56 0.74
N -0.22 -0.59 1.69
N -0.43 -1.85 1.23
C -0.69 -2.02 -0.21
C -0.99 -3.61 -0.63
B 0.16 -4.65 -0.09
O 1.53 -4.30 0.33
O -0.22 -6.10 -0.05
H -3.40 -0.49 -5.05
H -4.74 -1.78 -4.62
H -3.25 -2.34 -5.66
H -2.70 -3.24 -3.37
H -3.43 -1.66 -2.42
H 0.21 -3.61 -3.46
H 1.31 -2.15 -4.01
H -0.07 -2.79 -5.16
H -0.49 1.55 -1.57
H -0.09 1.63 1.24
H -0.03 -0.43 2.72
H -1.17 -3.76 -1.78
H -2.02 -3.88 -0.09
H 2.10 -4.02 -0.45
H -0.53 -6.37 -0.97
F 0.48 0.56 3.67
K -2.35 0.96 -5.75
O 2.39 2.36 5.34
P 3.61 2.48 6.29
N 4.25 3.76 5.36
C 5.60 3.94 4.85
C 3.52 5.03 5.41
N 4.30 1.00 5.74
C 5.61 0.84 5.13
C 3.40 0.01 5.14
N 5.01 2.62 7.38
C 4.97 1.57 8.43
C 5.09 3.89 8.14
H 6.36 3.95 5.63
H 5.72 4.87 4.29
H 5.85 3.16 4.12
H 3.69 5.54 6.36
H 2.44 4.87 5.32
H 3.79 5.71 4.60
H 5.60 1.08 4.06
H 5.96 -0.19 5.23
H 6.38 1.44 5.62
H 3.14 0.28 4.10
H 2.47 -0.08 5.72
H 3.85 -0.99 5.13
H 4.07 1.66 9.04
H 5.85 1.63 9.08
H 4.99 0.56 8.01
H 4.14 4.11 8.64
H 5.36 4.73 7.51
H 5.88 3.85 8.90
C -4.56 -2.03 -11.18
C -5.43 -1.31 -10.20
O -4.56 -1.04 -9.12
C -3.29 -1.04 -9.63
O -2.30 -0.67 -9.02
O -3.27 -1.50 -10.92
H -4.85 -1.84 -12.22
H -4.53 -3.11 -11.01
H -5.81 -0.37 -10.60
H -6.27 -1.93 -9.87
C -1.80 -3.56 5.14
S -0.94 -2.00 4.82
O 0.36 -2.04 5.56
C -2.08 -0.96 5.76
H -1.24 -4.37 4.67
H -1.86 -3.74 6.22
H -2.80 -3.52 4.71
H -2.12 -1.30 6.80
H -3.07 -1.00 5.31
H -1.71 0.07 5.73
C -7.53 2.16 -8.65
C -6.24 1.80 -7.94
N -5.16 1.51 -7.35
H -8.33 2.30 -7.92
H -7.40 3.08 -9.22
H -7.81 1.35 -9.34
F -5.97 -3.59 -10.04
Al -7.68 2.86 -11.27
O 8.69 1.45 5.59
H 9.05 0.86 4.91
H 8.49 0.86 6.34
O -6.05 5.58 -11.91
H -5.37 5.65 -11.26

net charge: +2
E_HOMO: -11.0 eV
E_LUMO: -10.218 eV
Kohn-Sham gap: 0.7 eV
energy: -3981.7963 a.u.